1.
Density functional theory data (ωB97M-V with the def2-TZVPD basis set) for 5 unconnected molecules or ions with the total composition C79H67BFN2O14P at a distorted geometry.

Its total charge is 0. Its SMILES is CCOB(O)[C@@]1(C(=O)NC(=O)F)[C@](Cc2ccc(C)cc2)(P(C)CC)NC(=O)[C@]1(O)[C@H](C)CC.O=C1c2ccccc2C(=O)c2ccccc21.O=C1c2ccccc2C(=O)c2ccccc21.O=C1c2ccccc2C(=O)c2ccccc21.O=C1c2ccccc2C(=O)c2ccccc21.

```
165
Properties=species:S:1:pos:R:3:mulliken_charge:R:1
C 2.36 4.30 -4.75 -0.893
C 1.15 4.72 -5.82 -0.170
O 0.23 3.56 -5.86 -0.270
B -1.19 4.02 -6.03 0.194
O -1.36 5.07 -7.08 -0.638
C -2.44 3.34 -5.17 1.919
C -1.87 3.58 -3.61 -0.629
O -1.00 4.58 -3.29 -0.587
N -2.29 2.72 -2.42 0.504
C -2.11 3.44 -1.10 0.238
O -0.96 3.20 -0.42 -0.449
F -3.04 4.42 -0.49 -0.223
C -3.99 3.77 -5.48 -0.709
C -4.38 5.28 -5.97 -0.303
C -4.19 6.46 -4.83 0.336
C -2.76 7.06 -4.29 0.173
C -2.63 8.25 -3.12 -0.659
C -3.97 8.90 -2.41 0.557
C -3.77 10.03 -1.23 -0.948
C -5.43 8.36 -2.98 -0.635
C -5.54 7.17 -4.15 -0.387
P -5.39 3.06 -4.33 0.349
C -5.37 4.11 -2.69 0.454
C -7.11 3.18 -5.20 -0.482
C -8.20 4.11 -4.41 -0.712
N -4.25 2.91 -6.74 -0.385
C -3.93 1.50 -6.20 -0.404
O -4.67 0.39 -6.17 -0.607
C -2.35 1.77 -5.75 0.571
O -1.69 1.59 -7.09 -0.609
C -1.57 0.63 -4.87 -0.049
C -0.87 -0.57 -5.80 -1.213
C -2.55 -0.20 -3.81 -0.210
C -1.59 -0.45 -2.47 -0.863
H 2.36 3.13 -4.74 0.189
H 1.99 4.67 -3.70 0.213
H 3.41 4.71 -5.07 0.320
H 0.65 5.74 -5.56 0.139
H 1.65 4.83 -6.90 0.303
H -1.19 5.98 -6.71 0.328
H -3.25 2.32 -2.54 0.158
H -5.55 5.26 -6.20 0.303
H -3.90 5.61 -7.01 0.334
H -1.74 6.66 -4.71 -0.117
H -1.56 8.59 -2.77 0.190
H -3.92 11.14 -1.58 0.263
H -2.63 9.94 -0.90 0.274
H -4.39 9.76 -0.25 0.275
H -6.39 8.85 -2.47 0.247
H -6.64 6.88 -4.45 0.186
H -5.48 3.40 -1.75 -0.853
H -6.21 4.92 -2.65 0.526
H -4.34 4.69 -2.68 0.027
H -7.55 2.08 -5.21 0.386
H -7.06 3.56 -6.30 0.353
H -8.15 4.06 -3.25 0.146
H -8.02 5.23 -4.79 0.073
H -9.29 3.83 -4.84 0.356
H -5.16 3.04 -7.21 0.452
H -2.33 1.00 -7.63 0.482
H -0.67 1.16 -4.32 0.137
H -1.65 -1.16 -6.44 0.334
H 0.07 -0.20 -6.39 0.202
H -0.46 -1.35 -4.99 0.333
H -3.52 0.42 -3.57 0.072
H -2.81 -1.30 -4.20 0.500
H -0.86 -1.36 -2.60 0.311
H -0.89 0.49 -2.25 0.083
H -2.25 -0.56 -1.48 0.262
O -1.95 1.17 3.27 -0.748
C -1.01 0.41 3.43 0.330
C 0.17 0.47 2.54 0.411
C 0.21 1.41 1.51 -0.805
C 1.33 1.50 0.69 -0.359
C 2.42 0.65 0.89 -0.793
C 2.37 -0.31 1.91 -0.553
C 1.24 -0.40 2.73 0.183
C 1.19 -1.43 3.79 0.444
O 2.11 -2.23 3.92 -0.620
C 0.03 -1.47 4.70 0.316
C -0.01 -2.42 5.73 -0.530
C -1.10 -2.44 6.61 -0.509
C -2.14 -1.53 6.46 -0.605
C -2.11 -0.59 5.43 -0.374
C -1.03 -0.57 4.54 0.177
H -0.63 2.09 1.35 0.774
H 1.37 2.24 -0.11 0.527
H 3.30 0.72 0.26 0.423
H 3.22 -0.98 2.06 0.620
H 0.80 -3.13 5.85 0.467
H -1.12 -3.18 7.42 0.392
H -2.98 -1.54 7.16 0.397
H -2.93 0.11 5.32 0.496
O 8.62 -2.38 1.19 -0.710
C 8.30 -2.68 2.33 0.234
C 9.27 -2.55 3.44 0.688
C 10.56 -2.06 3.18 -0.680
C 11.46 -1.89 4.23 -0.575
C 11.09 -2.22 5.53 -0.478
C 9.81 -2.72 5.79 -0.638
C 8.90 -2.89 4.74 0.249
C 7.56 -3.44 5.02 0.594
O 7.26 -3.79 6.15 -0.702
C 6.59 -3.55 3.91 0.547
C 5.30 -4.04 4.17 -0.982
C 4.36 -4.11 3.14 -0.322
C 4.70 -3.71 1.85 -0.645
C 5.99 -3.24 1.59 -0.727
C 6.94 -3.16 2.62 0.547
H 10.85 -1.80 2.17 0.451
H 12.46 -1.51 4.03 0.402
H 11.79 -2.08 6.35 0.405
H 9.53 -2.97 6.81 0.472
H 5.02 -4.35 5.18 0.510
H 3.36 -4.49 3.34 0.383
H 3.97 -3.76 1.05 0.498
H 6.25 -2.92 0.58 0.503
O -8.48 1.56 -1.18 -0.706
C -8.80 1.26 -0.03 0.480
C -7.83 1.39 1.08 -0.047
C -6.54 1.88 0.82 -0.475
C -5.64 2.04 1.87 -0.432
C -6.01 1.72 3.17 -0.497
C -7.29 1.22 3.43 -0.740
C -8.20 1.05 2.38 0.550
C -9.54 0.50 2.65 0.568
O -9.84 0.15 3.79 -0.689
C -10.51 0.39 1.55 0.259
C -11.80 -0.10 1.81 -0.595
C -12.74 -0.18 0.78 -0.446
C -12.40 0.23 -0.51 -0.510
C -11.11 0.70 -0.77 -0.479
C -10.16 0.78 0.26 0.133
H -6.25 2.14 -0.19 0.387
H -4.64 2.43 1.67 0.546
H -5.31 1.86 3.99 0.425
H -7.57 0.97 4.45 0.455
H -12.08 -0.41 2.81 0.450
H -13.74 -0.55 0.98 0.391
H -13.13 0.18 -1.31 0.393
H -10.85 1.02 -1.78 0.470
O 12.28 -9.58 3.45 -0.684
C 11.12 -9.18 3.52 0.697
C 10.09 -9.99 4.19 0.136
C 10.44 -11.21 4.79 -0.562
C 9.47 -11.96 5.46 -0.435
C 8.16 -11.49 5.55 -0.483
C 7.81 -10.28 4.95 -0.498
C 8.77 -9.53 4.26 0.197
C 8.38 -8.27 3.61 0.531
O 7.21 -7.89 3.63 -0.700
C 9.42 -7.45 2.95 0.078
C 9.07 -6.23 2.36 -0.510
C 10.05 -5.43 1.77 -0.331
C 11.38 -5.85 1.76 -0.865
C 11.73 -7.08 2.33 -0.669
C 10.74 -7.88 2.92 0.229
H 11.46 -11.58 4.72 0.449
H 9.75 -12.90 5.92 0.393
H 7.41 -12.07 6.09 0.385
H 6.78 -9.93 5.02 0.453
H 8.03 -5.89 2.37 0.680
H 9.77 -4.48 1.31 0.611
H 12.14 -5.23 1.30 0.408
H 12.77 -7.40 2.31 0.462
```

=====

2.
Density functional theory data (ωB97M-V with the def2-TZVPD basis set) for a single C7H10 molecule at a distorted geometry.

Its total charge is 0. Its SMILES is C[C@@H]1C2=CCC[C@@H]21.

```
17
Properties=species:S:1:pos:R:3:mulliken_charge:R:1
C -1.97 0.53 -0.10 -1.346
C -1.24 -0.78 -0.21 0.018
C -0.12 -0.99 0.69 0.035
C 0.53 -0.06 1.42 -0.781
C 1.71 0.37 0.59 -0.355
C 1.19 0.32 -0.88 -0.808
C 0.20 -0.85 -0.76 -0.224
H -2.42 0.80 -1.06 0.327
H -2.76 0.47 0.66 0.332
H -1.28 1.33 0.20 0.314
H -1.84 -1.64 -0.52 0.436
H 0.39 0.26 2.44 0.423
H 2.36 1.20 0.86 0.427
H 2.14 -0.60 0.92 0.242
H 0.72 1.25 -1.26 0.259
H 1.99 0.09 -1.59 0.327
H 0.39 -1.71 -1.40 0.372
```

=====

3.
Density functional theory data (ωB97M-V with the def2-TZVPD basis set) for a molecular structure, C7H10 at a distorted geometry.

Its total charge is 0.

```
17
Properties=species:S:1:pos:R:3:mulliken_charge:R:1
C 1.17 1.13 0.09 -1.037
C 0.99 0.12 0.96 0.674
C 0.64 0.44 -1.15 0.858
C 0.07 -0.43 -0.05 -0.119
C 1.34 -0.08 2.40 -1.073
C -0.29 1.10 -2.14 -0.996
C -1.27 -0.76 0.25 -1.215
H 1.62 0.04 -1.64 0.281
H 1.36 0.94 2.95 0.290
H 2.34 -0.46 2.62 0.289
H 0.56 -0.62 2.90 0.268
H -0.30 2.20 -2.12 0.284
H -1.25 0.71 -1.79 0.261
H 0.01 0.82 -3.22 0.238
H -1.29 -1.84 0.35 0.326
H -1.96 -0.52 -0.63 0.369
H -1.44 -0.38 1.24 0.303
```

=====

4.
Density functional theory data (ωB97M-V with the def2-TZVPD basis set) for a single C7H10 molecule.

Its total charge is 0. Its SMILES is C1[C@@H]2CC3(CC3)[C@H]12.

```
17
Properties=species:S:1:pos:R:3:mulliken_charge:R:1
C -1.33 -1.40 -0.13 -0.688
C -1.69 0.01 0.26 -0.161
C -0.83 0.99 -0.57 -0.751
C 0.42 0.28 -0.01 0.765
C 1.70 0.80 0.58 -0.715
C 1.72 -0.06 -0.66 -0.674
C -0.44 -0.65 0.80 -0.566
H -0.99 -1.58 -1.16 0.165
H -1.92 -2.20 0.30 0.275
H -2.61 0.23 0.80 0.368
H -0.79 2.02 -0.23 0.302
H -1.05 0.96 -1.65 0.278
H 2.02 1.84 0.49 0.257
H 1.98 0.33 1.53 0.252
H 1.97 0.46 -1.58 0.245
H 2.10 -1.08 -0.61 0.236
H -0.26 -0.93 1.83 0.411
```

=====

5.
Density functional theory data (ωB97M-V with the def2-TZVPD basis set) for a single C7H10 molecule.

Its total charge is 0. Its SMILES is C1[C@@H]2CC3(CC3)[C@H]12.

```
17
Properties=species:S:1:pos:R:3:mulliken_charge:R:1
C -2.01 0.14 0.36 -0.738
C -0.90 0.59 1.26 -0.055
C 0.23 1.23 0.44 -0.900
C 0.41 -0.12 -0.26 0.814
C 1.71 -0.85 -0.36 -0.812
C 1.01 -0.37 -1.61 -0.579
C -0.78 -0.71 0.47 -0.482
H -2.24 0.69 -0.56 0.186
H -2.88 -0.26 0.87 0.257
H -1.04 0.70 2.33 0.378
H 1.10 1.54 1.03 0.303
H -0.09 2.06 -0.19 0.272
H 2.62 -0.37 -0.04 0.241
H 1.66 -1.92 -0.17 0.258
H 1.44 0.50 -2.11 0.243
H 0.58 -1.10 -2.29 0.233
H -0.82 -1.73 0.84 0.380
```

=====

6.
Density functional theory data (ωB97M-V with the def2-TZVPD basis set) for a single C7H10 molecule at a distorted geometry.

Its total charge is 0. Its SMILES is C[C@@]12C[C@@H]3[C@H](C1)[C@@H]32.

```
17
Properties=species:S:1:pos:R:3:mulliken_charge:R:1
C 1.55 -1.00 -0.36 -1.219
C 0.29 -0.52 0.44 0.596
C 0.13 0.72 1.36 -0.753
C -0.49 1.42 0.17 -0.460
C -1.32 0.36 -0.60 -0.451
C -1.19 -0.95 0.15 -0.775
C 0.11 0.55 -0.85 -0.279
H 2.41 -0.84 0.26 0.360
H 1.34 -2.02 -0.64 0.339
H 1.82 -0.52 -1.34 0.231
H -0.52 0.68 2.25 0.292
H 1.11 1.12 1.66 0.306
H -0.65 2.47 0.02 0.405
H -2.08 0.65 -1.30 0.410
H -1.91 -1.06 0.98 0.294
H -1.22 -1.84 -0.48 0.300
H 0.60 0.85 -1.79 0.405
```

=====

7.
Density functional theory data (ωB97M-V with the def2-TZVPD basis set) for a single C7H10 molecule at a distorted geometry.

Its total charge is 0. Its SMILES is C1[C@@H]2CC3(CC3)[C@H]12.

```
17
Properties=species:S:1:pos:R:3:mulliken_charge:R:1
C -1.28 -0.30 -1.48 -0.779
C 0.31 0.07 -1.67 -0.391
C 1.15 -0.56 -0.53 -0.791
C 0.18 0.11 0.43 0.846
C 0.52 0.84 1.67 -0.728
C -0.22 -0.48 1.73 -0.653
C -0.63 0.73 -0.67 -0.465
H -1.53 -1.28 -1.08 0.217
H -2.10 0.09 -2.11 0.281
H 0.72 0.11 -2.68 0.438
H 2.18 -0.23 -0.33 0.291
H 1.15 -1.65 -0.55 0.283
H 1.56 0.91 1.97 0.244
H -0.08 1.74 1.86 0.270
H 0.36 -1.35 2.03 0.249
H -1.27 -0.51 2.02 0.237
H -1.03 1.74 -0.62 0.453
```

=====

8.
Density functional theory data (ωB97M-V with the def2-TZVPD basis set) for a single C7H10 molecule at a distorted geometry.

Its total charge is 0. Its SMILES is C=C/C=C/C=C/C.

```
17
Properties=species:S:1:pos:R:3:mulliken_charge:R:1
C -0.18 -2.46 2.87 -0.465
C 0.73 -1.90 2.03 -0.464
C 0.35 -1.50 0.64 -0.172
C 0.36 -0.15 0.41 -0.352
C 0.15 0.42 -0.90 -0.327
C -0.37 1.61 -1.26 -0.023
C -0.22 2.38 -2.54 -1.216
H -0.84 -3.23 2.49 0.258
H -0.47 -2.16 3.87 0.241
H 1.44 -1.17 2.43 0.319
H 0.26 -2.21 -0.16 0.398
H 0.11 0.43 1.29 0.322
H 0.64 0.06 -1.81 0.248
H -1.12 2.08 -0.62 0.268
H -0.33 3.45 -2.40 0.338
H -1.12 2.22 -3.16 0.289
H 0.62 2.13 -3.17 0.338
```

=====

9.
Density functional theory data (ωB97M-V with the def2-TZVPD basis set) for 2 unconnected molecules or ions with the total composition C7H10.

Its total charge is 0. Its SMILES is CC1C=C1.C=C=C.

```
17
Properties=species:S:1:pos:R:3:mulliken_charge:R:1
C -1.23 0.32 1.37 -1.298
C -1.35 -0.50 0.10 0.092
C -0.79 -0.04 -1.21 -0.501
C -0.19 -1.10 -0.63 -0.276
H -2.08 1.01 1.46 0.342
H -1.25 -0.33 2.26 0.319
H -0.31 0.91 1.39 0.266
H -2.28 -1.07 0.06 0.338
H -1.16 0.20 -2.19 0.441
H 0.07 -2.10 -0.94 0.359
C 1.75 -0.78 0.24 -0.542
C 1.89 0.52 -0.07 0.169
C 1.37 1.56 -0.59 -0.760
H 2.29 -1.52 -0.34 0.356
H 1.52 -1.07 1.25 0.302
H 0.29 1.17 -0.97 0.096
H 1.64 2.59 -0.74 0.297
```

=====

no.,HOMO level (eV),gap between HOMO and LUMO (Ha)
1,-8.4,0.268
2,-7.9,0.328
3,-7.8,0.313
4,-9.3,0.386
5,-9.2,0.382
6,-7.9,0.332
7,-9.2,0.380
8,-8.0,0.315
9,-8.5,0.352